1.
The following is a quantum chemistry calculation of C3H6O3 as an isolated structure in a non-equilibrium geometry, from the Open Molecules 2025 dataset.

The largest force on an atom is 5.14 eV Å⁻¹. Its energy above the lowest of the compared OMol25 structures with the same formula, charge and spin is 377.29 kJ/mol. Its gap between HOMO and LUMO is 9.4 eV. Its highest occupied orbital energy is -9.54 eV. For the total energy, the calculation gives -9347.40637 eV.

Cartesian coordinates (Å):
O  -1.85075  -0.49257  -0.97945
O  -0.04075  -0.54049  0.63793
O  -0.10672  0.71212  -1.84456
C  1.34971  -0.77512  0.46129
C  -0.61672  1.17376  0.31706
C  -0.73087  0.29167  -0.84861
H  -1.92225  -1.05702  -0.19163
H  0.31065  1.72878  0.41114
H  1.81889  -0.04081  -0.20143
H  1.84518  -0.77318  1.43572
H  1.46964  -1.76271  0.00559
H  -1.52601  1.53556  0.79697

Atom charges from the natural (NBO) analysis, given in e for atoms 1 to 8: -0.695 -0.579 -0.642 -0.265 -0.056 0.729 0.493 0.219

***

2.
The following is a quantum chemistry calculation of one molecule with the formula C3H6O3, from the Open Molecules 2025 dataset.

The largest force on an atom is 0.48 eV Å⁻¹. Its energy above the lowest of the compared OMol25 structures with the same formula, charge and spin is 74.85 kJ/mol. Its gap between HOMO and LUMO is 11.4 eV. Its highest occupied orbital energy is -10.57 eV. Its SMILES is COC(=O)CO. For the total energy, the calculation gives -9350.54089 eV.

Cartesian coordinates (Å):
O  -0.02981  0.84424  0.56986
O  -1.09699  -0.79996  -0.54503
O  1.38182  -1.97914  -0.91068
C  -0.08486  -0.20176  -0.25611
C  -1.27531  1.26118  1.14000
C  1.27142  -0.58367  -0.82033
H  -1.85070  1.83231  0.40722
H  0.50771  -2.30883  -1.16806
H  2.06988  -0.20430  -0.17931
H  -1.01498  1.89136  1.99043
H  1.36564  -0.09454  -1.80506
H  -1.85661  0.39551  1.46238

Atom charges from the natural (NBO) analysis, given in e for atoms 1 to 8: -0.495 -0.612 -0.700 0.768 -0.267 -0.159 0.191 0.484

***

3.
The following is a quantum chemistry calculation of one molecule with the formula C3H6O3, from the Open Molecules 2025 dataset.

The largest force on an atom is 0.78 eV Å⁻¹. Its energy above the lowest of the compared OMol25 structures with the same formula, charge and spin is 174.91 kJ/mol. Its gap between HOMO and LUMO is 10.3 eV. Its highest occupied orbital energy is -9.77 eV. Its SMILES is O=C[C@H](O)CO. For the total energy, the calculation gives -9349.50390 eV.

Cartesian coordinates (Å):
O  0.81830  -0.33538  -1.30844
O  2.18873  1.19248  0.59749
O  -1.38440  0.80257  -0.72027
C  1.24943  0.52106  0.93560
C  -1.03198  -0.30764  0.11062
C  0.48573  -0.45249  0.04632
H  -1.78490  0.52911  -1.56310
H  0.66899  -1.43656  0.50527
H  0.87961  0.52093  1.98696
H  0.24310  0.41137  -1.55430
H  -1.34400  -0.19553  1.16764
H  -1.46065  -1.24465  -0.26886

Atom charges from the natural (NBO) analysis, given in e for atoms 1 to 8: -0.691 -0.488 -0.735 0.416 -0.082 -0.042 0.488 0.197

***

4.
The following is a quantum chemistry calculation of one molecule with the formula C3H6O3, from the Open Molecules 2025 dataset.

The largest force on an atom is 0.60 eV Å⁻¹. Its energy above the lowest of the compared OMol25 structures with the same formula, charge and spin is 223.58 kJ/mol. Its gap between HOMO and LUMO is 10.1 eV. Its highest occupied orbital energy is -9.53 eV. Its SMILES is O[C@H]1[C@H](O)[C@H]1O. For the total energy, the calculation gives -9348.99944 eV.

Cartesian coordinates (Å):
O  -1.18103  -0.53054  -1.64526
O  1.67761  0.32373  0.58826
O  -0.72128  0.68995  1.78103
C  -0.67108  -0.23375  0.73511
C  0.64404  -0.45354  0.04976
C  -0.49871  0.20999  -0.68449
H  0.19543  0.95780  1.92952
H  -1.31778  -1.08501  0.89363
H  0.90465  -1.47852  -0.22412
H  -0.64925  -0.53939  -2.44501
H  2.05288  0.84323  -0.13429
H  -0.43548  1.29605  -0.84416

Atom charges from the natural (NBO) analysis, given in e for atoms 1 to 8: -0.690 -0.710 -0.691 0.062 0.012 0.021 0.485 0.195